Entry 1:
This record from the OMol25 dataset describes a molecular structure, C36H51N7O2PS4Si2Sn in a non-equilibrium geometry. The level of theory is wB97M-V/def2-TZVPD.

The geometry in ORCA input format:
```
! RIJCOSX wB97M-V def2-TZVPD def2/J DEFGRID3
* xyz 1 1
Sn -0.6280 -0.7766 0.3886
C 1.4768 -5.9368 0.1836
Si 1.2704 -4.0874 0.5310
C 2.7510 -3.2001 -0.2663
C 1.4229 -3.8216 2.4013
C -0.3205 -3.1969 -0.0149
C -1.4527 -3.4170 0.9045
C -1.7929 -4.6003 1.5753
C -2.9228 -4.6398 2.3630
C -3.7261 -3.5014 2.4797
C -3.3417 -2.3669 1.8074
N -2.2301 -2.3253 1.0640
Si -1.0122 -3.6137 -1.7391
C -0.8622 -5.4232 -2.2546
C -2.8811 -3.2971 -1.7382
C 0.4609 -1.2757 -2.8493
H 2.4472 -6.2660 0.5602
H 1.4488 -6.1601 -0.8822
H 0.7169 -6.5494 0.6703
H 3.6221 -3.2980 0.3834
H 2.5620 -2.1334 -0.4083
H 3.0262 -3.6425 -1.2256
H 2.1476 -4.5030 2.8490
H 0.4734 -3.9651 2.9181
H 1.7531 -2.8052 2.6134
H -1.1725 -5.4754 1.4417
H -3.2028 -5.5498 2.8772
H -4.6256 -3.5094 3.0769
H -3.9254 -1.4536 1.8413
H -1.2125 -6.0915 -1.4660
H 0.1584 -5.6950 -2.5121
H -1.4670 -5.6026 -3.1446
H -3.3493 -3.9847 -1.0292
H -3.3207 -3.4910 -2.7150
H -3.1608 -2.2881 -1.4388
H 1.3122 -1.3699 -2.1662
H -0.2061 0.4948 -2.0887
H 0.8045 -0.8046 -3.7782
N -3.5896 1.7444 1.0235
C -3.5090 1.4273 -0.2905
N -2.5739 0.6839 -0.8119
C -2.7794 0.4695 -2.1631
C -3.8889 1.0600 -2.6679
S -4.7196 1.9401 -1.4322
C -1.8221 -0.4073 -2.8410
C -2.1756 -1.1781 -3.8757
S -1.2488 -2.4851 -4.5536
C -0.0597 -2.6706 -3.1677
N -0.5495 -0.4601 -2.1854
N 0.9937 -3.5329 -3.6727
H -2.7264 1.7021 1.5450
H -4.2059 2.4940 1.2884
H -4.2632 1.0466 -3.6769
H -3.1630 -1.0807 -4.3044
H 1.4473 -3.1329 -4.4889
H 1.6920 -3.6920 -2.9551
C 1.0253 -1.1990 6.6370
C 2.2571 -0.7208 6.2041
C 2.3899 -0.1896 4.9358
C 1.2872 -0.1622 4.0773
C 0.0507 -0.6283 4.5220
C -0.0766 -1.1501 5.7955
N 1.3773 0.2136 2.7232
N 2.4033 0.8121 2.3938
C 2.6422 1.2329 1.0873
C 3.9662 1.0503 0.6626
C 4.3837 1.4473 -0.5885
C 3.4983 2.0909 -1.4427
C 2.2109 2.3602 -1.0149
C 1.7608 1.9437 0.2355
H 0.9299 -1.6230 7.6274
H 3.1183 -0.7784 6.8554
H 3.3443 0.1641 4.5738
H -0.7995 -0.5772 3.8511
H -1.0325 -1.5317 6.1284
H 4.6417 0.5476 1.3417
H 5.4044 1.2693 -0.8972
H 3.8110 2.3861 -2.4352
H 1.5362 2.9066 -1.6569
C 0.8208 7.3705 0.6396
C 1.8260 6.2478 0.8091
C 2.8132 6.1667 -0.3405
O 1.1757 4.9515 0.9652
P -0.1718 4.4230 0.3605
S -1.8910 4.9095 1.1057
S 0.1052 2.3477 0.7422
O 0.0158 4.6617 -1.2068
C -1.0492 4.3959 -2.1630
C -1.9053 5.6341 -2.3598
C -0.3786 3.9693 -3.4572
H 1.3473 8.3237 0.6284
H 0.1006 7.3742 1.4564
H 0.2807 7.2536 -0.3015
H 2.3658 6.3689 1.7492
H 2.2857 6.1032 -1.2924
H 3.4471 5.2868 -0.2298
H 3.4427 7.0557 -0.3417
H -1.6632 3.5779 -1.7672
H -1.2887 6.4634 -2.7084
H -2.3919 5.9209 -1.4312
H -2.6725 5.4228 -3.1042
H 0.3519 4.7191 -3.7622
H -1.1276 3.8721 -4.2413
H 0.1314 3.0110 -3.3481
*
```

**Molecular weight**: 948.0 g mol⁻¹
**E_HOMO**: -0.3685 Ha
**LUMO level**: -2.76 eV

Entry 2:
This record from the OMol25 dataset describes 5 unconnected molecules or ions with the total composition C35H68ClFN3O17P3S in a non-equilibrium geometry. The level of theory is wB97M-V/def2-TZVPD.

The geometry in ORCA input format:
```
! RIJCOSX wB97M-V def2-TZVPD def2/J DEFGRID3
* xyz 0 1
C -3.3505 2.0389 1.4173
C -3.0500 3.5464 1.3307
P -1.9694 4.1814 0.0190
C -2.8614 3.8153 -1.5307
C -3.8181 4.9936 -1.7915
N -0.4585 3.3383 0.1759
N -0.4722 1.9889 0.7347
C -0.3227 1.8434 1.9269
S -0.1666 1.6100 3.4536
C 0.6419 3.5567 -0.7729
C 0.6095 5.0577 -1.1183
C 1.9011 5.6912 -1.6075
F 2.6000 6.2162 -0.5221
P 2.1939 3.1959 0.2006
O 2.4087 1.7705 0.5520
C 0.7433 2.5722 -2.0204
Cl 0.9575 3.4867 -3.5963
O -0.2924 1.6892 -2.0958
C -0.0886 0.5306 -2.9457
C -0.8697 -0.5870 -2.2279
C -2.3928 -0.5926 -2.3784
O -2.8966 -1.5447 -3.3294
C -2.8811 -2.8169 -2.9029
O -3.8643 -3.4599 -2.7108
C 1.3677 0.1152 -3.1254
C 2.2084 -0.3450 -1.9097
C 2.2988 -1.8815 -1.7770
C 3.6701 -2.3785 -2.2589
C 2.0484 -2.4102 -0.3507
C 3.2818 -2.3243 0.5773
C 3.0012 -1.9505 2.0004
C 2.9169 -2.8143 3.0166
C 2.9621 -4.3106 2.8505
C 2.7888 -2.3538 4.4367
P -0.7585 0.5970 -4.7391
N -1.7036 2.0356 -4.7656
O 0.5659 1.1799 -5.5178
H -2.7358 1.5742 2.1778
H -4.3811 1.8743 1.7171
H -3.1379 1.5389 0.4831
H -3.9854 4.0789 1.1729
H -2.6353 3.9247 2.2616
H -3.4282 2.8891 -1.4958
H -2.1335 3.7280 -2.3242
H -3.9432 5.6200 -0.9117
H -3.4065 5.6352 -2.5664
H -4.7823 4.6446 -2.1450
H 0.3449 5.5721 -0.1969
H -0.1850 5.2913 -1.8169
H 2.5459 4.9999 -2.1400
H 1.6771 6.4971 -2.3020
H 3.2437 3.6630 -0.6003
H 2.0670 4.0425 1.3123
H 1.6860 2.0379 -1.9364
H -0.4964 -1.5270 -2.6196
H -0.6507 -0.4857 -1.1694
H -2.7820 0.3761 -2.6631
H -2.8471 -0.8156 -1.4161
H -1.8825 -3.2543 -2.7952
H 1.9029 0.9024 -3.6452
H 1.3392 -0.7247 -3.8199
H 1.8607 0.0960 -0.9763
H 3.2105 0.0445 -2.0712
H 1.5663 -2.3557 -2.4309
H 3.8639 -3.3813 -1.8842
H 3.7101 -2.4366 -3.3439
H 4.4643 -1.7358 -1.8960
H 1.2280 -1.8676 0.1190
H 1.7294 -3.4496 -0.4105
H 4.0123 -1.6204 0.1902
H 3.7551 -3.3024 0.5970
H 2.8941 -0.8909 2.2024
H 1.9705 -4.6934 2.6190
H 3.2724 -4.7754 3.7836
H 3.6666 -4.6244 2.0871
H 1.9242 -2.7953 4.9311
H 2.7264 -1.2745 4.4972
H 3.6736 -2.6684 4.9912
H -1.6598 2.4310 -5.6975
H -2.6710 1.7905 -4.5873
H 0.5769 0.7848 -6.3948
C -3.1684 1.8852 5.1178
O -4.1634 1.9575 6.1439
C -5.2615 2.6147 5.7749
O -5.4465 3.1174 4.6957
O -6.1125 2.6202 6.7942
C -7.3467 3.2989 6.5341
H -2.3364 1.3290 5.5343
H -3.5615 1.3599 4.2513
H -2.8377 2.8818 4.8323
H -7.8785 2.8226 5.7130
H -7.1678 4.3460 6.3017
H -7.9315 3.2275 7.4452
C -7.9592 7.2689 10.1377
O -9.3893 7.2369 10.1692
C -9.9323 6.2784 9.4248
O -9.3290 5.4769 8.7598
O -11.2550 6.3560 9.5406
C -11.9719 5.3748 8.7861
H -7.6687 8.0912 10.7835
H -7.5466 6.3358 10.5150
H -7.6023 7.4469 9.1256
H -11.7083 4.3715 9.1138
H -11.7648 5.4819 7.7235
H -13.0227 5.5640 8.9799
C 5.2558 -6.1008 -5.4190
O 4.0691 -5.8199 -4.6715
C 3.0045 -5.5426 -5.4189
O 2.9715 -5.5124 -6.6204
O 1.9777 -5.2987 -4.6055
C 0.7580 -4.9798 -5.2786
H 6.0371 -6.3059 -4.6934
H 5.1095 -6.9713 -6.0550
H 5.5426 -5.2423 -6.0224
H 0.4332 -5.8055 -5.9079
H 0.8741 -4.0800 -5.8794
H 0.0236 -4.8076 -4.4972
C 11.7927 -6.8019 -3.8401
O 10.3973 -7.0598 -4.0224
C 10.1167 -8.3059 -4.3969
O 10.9157 -9.1840 -4.5837
O 8.7952 -8.4121 -4.5298
C 8.3499 -9.7104 -4.9312
H 11.8634 -5.7613 -3.5402
H 12.2019 -7.4421 -3.0618
H 12.3359 -6.9593 -4.7693
H 8.6256 -10.4604 -4.1933
H 8.7635 -9.9768 -5.9014
H 7.2683 -9.6485 -5.0031
*
```

**Molecular weight**: 982.4 g mol⁻¹
**E_HOMO**: -0.2974 Ha
**LUMO level**: 0.00 eV
**Structure (SMILES)**: CCP(CC)N(N=C=S)[C@@](CCF)([PH2]=O)[C@H](Cl)O[C@](CCOC=O)(CC[C@@H](C)CCC=C(C)C)P(N)O.COC(=O)OC.COC(=O)OC.COC(=O)OC.COC(=O)OC

Entry 3:
This record from the OMol25 dataset describes a single C2H2IN3O molecule in a non-equilibrium geometry. The level of theory is wB97M-V/def2-TZVPD.

The geometry in ORCA input format:
```
! RIJCOSX wB97M-V def2-TZVPD def2/J DEFGRID3
* xyz 0 3
C 1.0765 -0.6209 -0.0502
C 0.3732 2.0578 -0.0277
N -0.1821 -0.2642 0.0427
N -0.4293 1.1217 0.0987
N 1.9907 0.2826 -0.0717
O 0.8797 3.0957 -0.0272
I 3.9465 -0.0445 0.0357
H 1.3532 -1.6091 -0.0535
H -1.3234 1.4449 0.3962
*
```

**Molecular weight**: 211.0 g mol⁻¹
**E_HOMO (spin up / spin down)**: -0.2005 / -0.3476 Ha
**<S²>**: 2.038
**Relative energy (zero: lowest compared OMol25 entry of this formula, charge and spin)**: 1.410 eV
**LUMO level (spin up / spin down)**: -0.10 / -2.30 eV

Entry 4:
This record from the OMol25 dataset describes a molecular structure, C28H58BGeN6O4OsSi2 in a non-equilibrium geometry. The level of theory is wB97M-V/def2-TZVPD.

The geometry in ORCA input format:
```
! RIJCOSX wB97M-V def2-TZVPD def2/J DEFGRID3
* xyz -1 1
Os -1.2887 -0.0388 1.0074
B 1.0446 1.6873 3.5982
N 1.4593 0.2495 3.1900
C 2.5975 -0.3680 3.5263
C 2.7895 -1.4329 2.6688
C 1.6804 -1.3892 1.8275
N 0.8642 -0.3892 2.1549
N -0.4750 1.7181 3.7779
C -1.1217 2.1992 4.8373
C -2.4843 2.1010 4.6133
C -2.5669 1.5388 3.3503
N -1.3531 1.3361 2.8381
H 1.3455 2.4682 2.7344
H 1.5702 1.9440 4.6563
H 3.2119 0.0314 4.3138
H 3.6094 -2.1280 2.6527
H 1.4425 -2.0199 0.9947
H -0.5602 2.5481 5.6850
H -3.2892 2.3732 5.2692
H -3.4374 1.2473 2.7961
C 1.0706 3.5734 -0.1103
C 2.3320 2.9355 -0.6835
C 3.1263 2.2068 0.3925
C 3.2057 4.0009 -1.3454
O 1.9663 2.0389 -1.7181
Si 1.3504 0.5172 -1.5945
O 0.2411 0.2900 -0.4992
O 1.0735 0.1703 -3.1817
C 0.0886 0.2553 -4.1930
C 0.1540 1.6558 -4.8056
C 0.4790 -0.7850 -5.2464
C -1.3056 -0.0450 -3.6628
O 2.5494 -0.5646 -1.2113
C 3.6868 -0.9890 -1.9370
C 4.2805 0.1478 -2.7623
C 4.7010 -1.4628 -0.8937
C 3.2882 -2.1513 -2.8448
H 1.3252 4.2692 0.6909
H 0.4074 2.8114 0.3037
H 0.5325 4.1092 -0.8932
H 3.3763 2.8895 1.2050
H 4.0486 1.8005 -0.0259
H 2.5493 1.3875 0.8084
H 3.5410 4.7359 -0.6126
H 2.6410 4.5129 -2.1244
H 4.0800 3.5377 -1.8024
H 1.1752 1.8665 -5.1173
H -0.1434 2.4072 -4.0809
H -0.5050 1.7313 -5.6731
H 1.4880 -0.5922 -5.6124
H -0.2123 -0.7558 -6.0907
H 0.4534 -1.7860 -4.8129
H -1.5120 0.5161 -2.7567
H -1.4084 -1.1059 -3.4360
H -2.0513 0.2136 -4.4167
H 4.5323 0.9882 -2.1184
H 3.5693 0.4966 -3.5076
H 5.1872 -0.1937 -3.2684
H 4.9340 -0.6477 -0.2106
H 5.6229 -1.8070 -1.3664
H 4.2785 -2.2797 -0.3093
H 2.5805 -1.8122 -3.5962
H 2.8172 -2.9333 -2.2468
H 4.1613 -2.5761 -3.3438
N -0.7577 -3.6578 -1.4302
C -2.1287 -3.7061 -1.4358
C -2.5354 -2.5393 -0.8721
N -1.4514 -1.7678 -0.5461
C -0.3945 -2.4749 -0.8883
H -0.1282 -4.3672 -1.7613
H -2.6743 -4.5463 -1.8181
H -3.5340 -2.1937 -0.6961
H 0.6211 -2.1549 -0.7927
C -0.4713 -2.7576 3.8363
Ge -2.2923 -2.5357 3.1518
C -3.4473 -2.1564 4.7052
C -2.8523 -4.3003 2.4492
C -2.5695 -1.1724 1.8022
H -0.4776 -3.5661 4.5702
H -0.1082 -1.8502 4.3148
H 0.2267 -3.0110 3.0442
H -3.3621 -2.9612 5.4346
H -4.4904 -2.0671 4.4072
H -3.1493 -1.2212 5.1763
H -2.8693 -5.0529 3.2372
H -2.1597 -4.6257 1.6748
H -3.8440 -4.2410 2.0046
H -3.6056 -1.2248 1.4253
C -4.6034 0.3509 -0.5798
Si -2.9661 1.2275 -0.0800
C -3.5992 2.7887 0.8437
C -2.3764 2.0281 -1.7269
H -5.3192 1.0749 -0.9782
H -5.0799 -0.1561 0.2585
H -4.4212 -0.3869 -1.3600
H -4.0649 3.4466 0.1071
H -2.7831 3.3361 1.3175
H -4.3418 2.5849 1.6151
H -2.8720 1.5795 -2.5894
H -1.3029 1.9294 -1.8663
H -2.6093 3.0944 -1.7345
*
```

**Molecular weight**: 872.6 g mol⁻¹
**E_HOMO (spin up / spin down)**: -0.1441 / -0.1441 Ha
**Relative energy (zero: lowest compared OMol25 entry of this formula, charge and spin)**: 1.891 eV
**LUMO level (spin up / spin down)**: 2.27 / 2.27 eV

- Which of these has the lowest molecular weight?
  C2H2IN3O

- Which of these has the lowest molecular weight?
  C2H2IN3O

- Look up the molecular weight of the third one.
  211.0 g mol⁻¹